<A>
Molecular formula: CH5NO2Si
Method: DFT, ωB97M-V/def2-TZVPD

Values from the calculation:
Total charge ... 0
HOMO energy (alpha / beta) ... -0.375 / -0.407 Ha
Frontier orbital gap (alpha / beta) ... 0.3233 / 0.3275 Ha
E_LUMO (alpha / beta) ... -1.41 / -2.16 eV

The geometry in XYZ format:
```
10
Properties=species:S:1:pos:R:3:lowdin_charge:R:1
C -0.98 -0.35 0.43 -0.2019
N -2.26 0.17 0.17 -0.4790
O -3.16 -0.55 -0.24 0.0705
O -2.40 1.35 0.50 0.0462
Si 0.50 0.63 0.06 0.5698
H -0.91 -1.39 0.79 0.0842
H 0.43 -1.52 -1.41 0.1447
H 0.43 1.86 0.71 -0.0897
H 1.31 -0.50 0.34 -0.0946
H 0.89 1.12 -1.36 -0.0503
```

<B>
Molecular formula: CH5NO2Si
Method: DFT, ωB97M-V/def2-TZVPD

Values from the calculation:
Total charge ... 0
HOMO energy ... -0.370 Ha
Frontier orbital gap ... 0.3783 Ha
E_LUMO ... 0.23 eV

The geometry in XYZ format:
```
10
Properties=species:S:1:pos:R:3:lowdin_charge:R:1
C 1.35 -0.49 0.11 0.0660
N 0.07 -0.66 -0.01 -0.2985
O -0.42 -1.83 0.08 -0.0720
O -2.51 -0.51 -0.05 -0.3667
Si -1.44 0.55 -0.05 0.4222
H 1.73 0.50 0.07 0.0700
H 2.08 -1.29 0.01 0.0961
H -1.07 1.30 -1.23 -0.0374
H -1.59 -1.58 0.11 0.1383
H -1.24 1.11 1.32 -0.0178
```

Quick one: least stable of them? <A>

<A>
Molecular formula: C2H8NO
Method: DFT, ωB97M-V/def2-TZVPD

Values from the calculation:
Total charge ... +1
HOMO energy ... -0.575 Ha
Frontier orbital gap ... 0.4422 Ha
E_LUMO ... -3.61 eV

The geometry in XYZ format:
```
12
Properties=species:S:1:pos:R:3:lowdin_charge:R:1
C 1.47 0.54 0.10 -0.0964
C 1.31 1.87 0.17 0.0659
N 0.17 -0.14 -0.31 0.1009
H 1.98 -0.24 0.70 0.1393
H 2.19 2.54 0.44 0.1158
H 0.55 2.34 -0.47 0.0883
H 0.10 -0.62 -1.25 0.1836
H -0.66 0.40 -0.64 0.1601
H -0.29 -0.75 0.41 0.1391
H -2.13 -2.25 0.99 0.0767
H -2.76 -1.92 -0.32 0.0747
O -1.94 -1.77 0.17 -0.0480
```

<B>
Molecular formula: C2H8NO
Method: DFT, ωB97M-V/def2-TZVPD

Values from the calculation:
Total charge ... +1
HOMO energy ... -0.501 Ha
Frontier orbital gap ... 0.3478 Ha
E_LUMO ... -4.16 eV

The geometry in XYZ format:
```
12
Properties=species:S:1:pos:R:3:lowdin_charge:R:1
N 0.23 2.77 1.45 0.3052
H 1.28 2.55 1.27 0.2127
H -0.02 3.25 2.30 0.1453
H -0.14 3.50 0.88 0.1323
H -0.23 1.84 1.25 0.1508
O -0.09 -0.29 0.18 -0.0433
C 0.33 -1.23 -0.52 -0.2764
C -0.53 -2.10 -1.43 -0.0472
H 1.42 -1.46 -0.59 0.1255
H -1.63 -1.77 -1.29 0.1239
H -0.28 -3.11 -1.19 0.0684
H -0.15 -1.92 -2.48 0.1029
```

<C>
Molecular formula: C2H8NO
Method: DFT, ωB97M-V/def2-TZVPD

Values from the calculation:
Total charge ... +1
HOMO energy ... -0.512 Ha
Frontier orbital gap ... 0.3721 Ha
E_LUMO ... -3.80 eV

The geometry in XYZ format:
```
12
Properties=species:S:1:pos:R:3:lowdin_charge:R:1
N -1.76 0.35 0.80 0.3055
H -0.74 0.35 0.48 0.0814
H -1.80 -0.28 1.62 0.1702
H -2.26 0.00 0.06 0.1049
H -2.12 1.30 1.10 0.1853
C 0.93 -0.75 -1.44 0.0389
C 1.44 -0.34 -0.28 -0.2048
O 0.82 0.70 0.48 -0.1080
H 1.43 -1.58 -1.98 0.0898
H 0.13 -0.22 -1.90 0.0556
H 2.33 -0.76 0.22 0.1265
H 1.59 1.22 0.84 0.1547
```

Quick one: least stable of them? <A>

<A>
Molecular formula: C3H3ClO2
Method: DFT, ωB97M-V/def2-TZVPD

Values from the calculation:
Total charge ... 0
HOMO energy (alpha / beta) ... -0.371 / -0.368 Ha
Frontier orbital gap (alpha / beta) ... 0.3276 / 0.3265 Ha
E_LUMO (alpha / beta) ... -1.17 / -1.13 eV

The geometry in XYZ format:
```
9
Properties=species:S:1:pos:R:3:lowdin_charge:R:1
C 1.32 -0.47 -0.12 -0.0096
C 0.20 0.45 -0.13 -0.8413
C -1.22 0.03 0.06 -0.0638
O 2.93 -1.80 0.95 -0.1704
O 0.94 -0.12 -1.26 0.0902
Cl 0.56 2.15 0.13 0.7211
H -1.32 -1.03 -0.16 0.0936
H -1.89 0.60 -0.58 0.0883
H -1.50 0.19 1.10 0.0919
```

<B>
Molecular formula: C3H3ClO2
Method: DFT, ωB97M-V/def2-TZVPD

Values from the calculation:
SMILES ... O=C/C(Cl)=C/O
Total charge ... 0
HOMO energy (alpha / beta) ... -0.310 / -0.304 Ha
Frontier orbital gap (alpha / beta) ... 0.3004 / 0.2768 Ha
E_LUMO (alpha / beta) ... -0.27 / -0.75 eV

The geometry in XYZ format:
```
9
Properties=species:S:1:pos:R:3:lowdin_charge:R:1
O -1.10 -1.58 -2.11 0.0075
C -0.71 -1.24 -1.00 -0.4167
C -0.18 0.03 -0.70 -0.6019
Cl -0.02 1.30 -1.81 0.6963
C 0.36 0.45 0.91 -0.0689
O 0.87 1.62 1.15 0.0399
H -0.74 -1.93 -0.14 0.1149
H 0.30 -0.35 1.64 0.0942
H 1.22 1.69 2.05 0.1347
```

Quick one: least stable of them? <A>

<A>
Molecular formula: C6H12Cl
Method: DFT, ωB97M-V/def2-TZVPD

Values from the calculation:
Total charge ... 0
HOMO energy (alpha / beta) ... -0.335 / -0.387 Ha
Frontier orbital gap (alpha / beta) ... 0.3730 / 0.3212 Ha
E_LUMO (alpha / beta) ... 1.04 / -1.79 eV
Multiplicity ... 2

The geometry in XYZ format:
```
19
Properties=species:S:1:pos:R:3:lowdin_charge:R:1
Cl 2.06 -2.52 0.00 0.3111
H 0.64 -2.28 0.00 -0.1698
C -0.33 -1.30 0.00 -0.2203
C 0.04 -0.58 -1.28 -0.2479
C -0.34 0.89 -1.29 -0.1982
C 0.08 1.63 0.00 -0.1963
C -0.35 0.90 1.29 -0.2031
C 0.04 -0.57 1.28 -0.2442
H -1.35 -1.68 0.00 0.1192
H 1.15 -0.69 -1.40 0.0776
H -0.40 -1.09 -2.13 0.1097
H 0.04 1.41 -2.17 0.1091
H -1.46 0.94 -1.38 0.1188
H 1.17 1.71 0.00 0.1156
H -0.32 2.64 0.00 0.1017
H 0.04 1.41 2.17 0.1085
H -1.45 0.94 1.38 0.1182
H -0.40 -1.09 2.13 0.1115
H 1.15 -0.69 1.40 0.0788
```

<B>
Molecular formula: C6H12Cl
Method: DFT, ωB97M-V/def2-TZVPD

Values from the calculation:
Total charge ... 0
HOMO energy (alpha / beta) ... -0.356 / -0.356 Ha
Frontier orbital gap (alpha / beta) ... 0.4010 / 0.2088 Ha
E_LUMO (alpha / beta) ... 1.21 / -4.00 eV
Multiplicity ... 2

The geometry in XYZ format:
```
19
Properties=species:S:1:pos:R:3:lowdin_charge:R:1
Cl 4.17 -0.96 2.13 0.0540
H 0.24 -0.71 1.00 0.1353
C -0.13 -0.52 -0.02 -0.4086
C -0.27 -1.83 -0.80 -0.0842
C -1.49 0.20 -0.07 -0.2558
C -1.57 1.50 0.70 -0.1075
C 0.95 0.34 -0.68 -0.1621
C 2.02 0.78 -0.01 -0.0149
H 0.68 -2.37 -0.75 0.0796
H -1.07 -2.45 -0.39 0.0776
H -0.53 -1.63 -1.85 0.0819
H -1.71 0.37 -1.13 0.1125
H -2.25 -0.51 0.29 0.1092
H -2.59 1.88 0.63 0.0704
H -1.32 1.34 1.75 0.0774
H -0.88 2.23 0.27 0.0698
H 0.75 0.50 -1.75 0.1154
H 2.79 1.48 -0.34 0.0597
H 2.21 0.38 1.00 -0.0098
```

Quick one: least stable of them? <B>